Below is a structure of composition C2H4O2PS, with properties calculated with ωB97M-V/def2-TZVPD.

Output
**Net charge**: -1
**E_LUMO (alpha / beta)**: 3.5 / 3.5 eV
**HOMO level (alpha / beta)**: -2.96 / -2.96 eV
**Kohn-Sham gap (alpha / beta)**: 6.5 / 6.5 eV
**ΔE to the lowest compared entry with this formula, charge and spin**: 85.6 kcal per mole

CARTESIAN COORDINATES (ANGSTROEM)
S1 -0.086917 1.974751 -0.085797
P1 -0.421368 -0.653210 -0.024709
O1 1.346314 -1.739952 -0.820492
O2 -1.201389 -1.625525 0.718787
C1 0.450711 0.613364 1.083071
C2 -1.250047 0.689854 -0.686582
H1 1.503986 0.768423 1.138381
H2 1.460645 -1.388327 -1.647920
H3 -0.251555 0.508173 2.041304
H4 -1.550379 0.852449 -1.716043

Atoms 1-6, force components in eV/Å:
-0.264 -0.909 0.550
2.814 1.356 0.026
-2.638 -0.146 4.138
-0.525 -2.242 0.501
-2.728 0.023 0.182
0.694 0.591 -1.192